[1]
7
Properties=species:S:1:pos:R:3:nbo_charge:R:1 method="wB97M-V/def2-TZVPD" spin_multiplicity=1 homo_lumo_gap_ev=8.15
C -0.757 -1.248 -0.179 0.623
C -2.310 -0.763 -0.094 -0.223
N -0.296 -0.096 -0.227 -0.678
O -0.456 -2.373 -0.399 -0.553
S -3.220 0.161 1.099 0.202
S -3.342 0.371 -0.996 0.200
H -0.622 0.888 0.004 0.429

[2]
43
Properties=species:S:1:pos:R:3:nbo_charge:R:1 method="wB97M-V/def2-TZVPD" spin_multiplicity=1 homo_lumo_gap_ev=7.92 total_charge=+1
In 0.630 0.076 -0.278 1.621
O -0.923 -1.954 -0.351 -0.720
C -0.815 -2.557 -1.636 -0.085
C 0.650 -2.714 -2.059 -0.257
N 1.331 -1.421 -2.081 -0.493
C 1.146 -0.662 -3.302 -0.352
C 1.419 0.861 -3.096 0.768
O 1.760 1.535 -4.029 -0.564
O 1.218 1.324 -1.905 -0.855
C 2.738 -1.552 -1.739 -0.360
C 2.955 -1.781 -0.218 0.764
O 3.862 -2.469 0.162 -0.562
O 2.118 -1.180 0.567 -0.858
H -0.509 -2.553 0.290 0.507
H -1.357 -1.901 -2.325 0.196
H -1.303 -3.538 -1.626 0.214
H 0.697 -3.208 -3.038 0.229
H 1.159 -3.344 -1.321 0.224
H 0.106 -0.739 -3.637 0.222
H 1.809 -1.003 -4.107 0.237
H 3.255 -0.616 -1.978 0.245
H 3.219 -2.375 -2.278 0.237
C -1.592 -0.009 3.389 -0.532
C -0.306 0.740 3.700 -0.528
S 0.953 0.871 2.365 0.334
C 0.850 2.638 1.923 -0.543
C -0.493 3.116 1.393 -0.564
S -0.938 2.375 -0.221 0.371
C -2.675 1.881 0.033 -0.538
C -2.936 0.685 0.933 -0.533
S -2.925 1.060 2.733 0.203
H -1.994 -0.398 4.325 0.256
H -1.426 -0.846 2.713 0.222
H 0.231 0.213 4.489 0.254
H -0.534 1.749 4.037 0.242
H 1.641 2.775 1.179 0.251
H 1.103 3.204 2.820 0.260
H -0.429 4.193 1.219 0.259
H -1.303 2.909 2.094 0.258
H -3.011 1.647 -0.980 0.250
H -3.218 2.759 0.382 0.252
H -2.219 -0.115 0.738 0.221
H -3.944 0.322 0.721 0.249

What are the energy values for these records? In order: -1003.0346 -2285.3156 Ha.
What are the energy relative to the best compared isomer or geometry (same formula, charge and spin) values for these records? In order: 290.83 126.43 kJ/mol.